[1]
The following is a quantum chemistry calculation of the ion C14H16NO5 with charge -1 in a non-equilibrium geometry, from OMol25.

Results
- LUMO energy: 3.09 eV
- Max |F|: 0.06778 Eh/bohr
- 2S+1: 1
- ΔE to the lowest compared entry with this formula, charge and spin: 0.0000 eV
- HOMO energy: -3.7 eV
- Kohn-Sham gap: 6.82 eV
- Net charge: -1
- SMILES string: CCOC(=O)C(C(=O)OCC)/C([O-])=N/c1ccccc1
- Electronic energy: -974.10149 a.u.

Each line ends with the Löwdin charge.
Element x y z (Å)
C1 2.7818 0.1834 4.2517  -0.08
C2 1.5023 0.8791 3.8818  -0.23
O1 0.8237 0.0491 2.9226  -0.01
C3 -0.1820 0.6937 2.3015  -0.46
O2 -0.6929 1.6723 2.7895  0.12
C4 -0.5451 0.0170 0.9708  -0.03
C5 -2.0683 0.0129 0.8903  -0.40
O3 -2.7994 0.7609 1.4970  0.10
O4 -2.6035 -1.0792 0.2500  -0.02
C6 -4.0554 -1.1969 0.3915  -0.22
C7 -4.4921 -2.5581 -0.0995  -0.09
C8 0.4255 0.5892 -0.0553  -0.46
O5 1.3857 1.3061 0.3659  -0.02
N1 0.3183 0.0738 -1.2756  0.09
C9 1.1050 0.3178 -2.3490  -0.28
C10 0.7215 -0.2120 -3.6447  -0.06
C11 1.3825 0.0763 -4.8303  -0.15
C12 2.5179 0.8912 -4.8121  -0.16
C13 2.9635 1.3961 -3.5833  -0.13
C14 2.3058 1.1132 -2.3844  -0.03
H1 3.4027 0.8956 4.8039  0.07
H2 2.5689 -0.6990 4.8652  0.07
H3 3.3375 -0.1602 3.3709  0.08
H4 1.7160 1.8304 3.3910  0.13
H5 0.8331 1.0087 4.7385  0.12
H6 -0.3189 -1.0905 1.0228  0.18
H7 -4.3563 -1.0722 1.4422  0.12
H8 -4.4974 -0.4253 -0.2500  0.12
H9 -5.5516 -2.5113 -0.3757  0.07
H10 -3.9424 -2.9299 -0.9684  0.08
H11 -4.3710 -3.3146 0.6851  0.07
H12 -0.1623 -0.8508 -3.6760  0.09
H13 1.0226 -0.3281 -5.7817  0.09
H14 3.0294 1.1174 -5.7437  0.07
H15 3.8461 2.0337 -3.5745  0.08
H16 2.6489 1.5102 -1.4279  0.08

---

[2]
The following is a quantum chemistry calculation of a cluster of 4 separate species, H8O4 in total in a non-equilibrium geometry, from OMol25.

Results
- LUMO energy: 0.05 eV
- Max |F|: 0.05753 Eh/bohr
- 2S+1: 1
- ΔE to the lowest compared entry with this formula, charge and spin: 1.4179 eV
- HOMO energy: -11.4 eV
- Kohn-Sham gap: 11.46 eV
- Net charge: 0
- SMILES string: O.O.O.O
- Electronic energy: -305.72710 a.u.

Each line ends with the Löwdin charge.
Element x y z (Å)
O1 0.6554 -0.5449 1.3795  -0.09
H1 1.1696 -0.7534 0.5067  0.07
H2 0.1816 0.2751 1.2923  0.01
O2 -0.3691 3.6132 -2.7426  -0.04
H3 0.0322 3.2511 -1.9768  0.00
H4 0.0354 4.4870 -2.6852  0.04
O3 1.8336 -0.3149 -1.8190  -0.06
H5 1.1668 0.2620 -1.3423  0.06
H6 1.4031 -0.8598 -2.4593  0.02
O4 -2.2067 -2.9225 3.5753  -0.06
H7 -2.4021 -3.8296 3.2785  0.04
H8 -1.4997 -2.6634 2.9930  0.01

---

[3]
The following is a quantum chemistry calculation of an isolated molecule of C22H39F2NO4SSi in a non-equilibrium geometry, from OMol25.

Results
- LUMO energy: 0.23 eV
- Max |F|: 0.04468 Eh/bohr
- 2S+1: 1
- HOMO energy: -9.3 eV
- Kohn-Sham gap: 9.52 eV
- Net charge: 0
- SMILES string: C[Si](C)(CCCCCCCC[C@H](CCCS(=O)(=O)O)OCC(N)(F)F)c1ccccc1
- Electronic energy: -2104.81506 a.u.

Each line ends with the Löwdin charge.
Element x y z (Å)
C1 7.3454 -1.1442 -0.1985  -0.19
Si1 5.6325 -0.5718 0.4111  0.59
C2 5.6304 -0.9330 2.2825  -0.17
C3 4.3706 -1.6136 -0.5276  -0.27
C4 2.8883 -1.1979 -0.3226  -0.25
C5 2.0122 -1.8777 -1.4136  -0.22
C6 0.7328 -1.0707 -1.7453  -0.22
C7 -0.3916 -1.9589 -2.3608  -0.20
C8 -1.3780 -2.5264 -1.2898  -0.19
C9 -2.8544 -2.0682 -1.4883  -0.17
C10 -3.4808 -1.4788 -0.1925  -0.14
C11 -4.1867 -0.1377 -0.3784  -0.32
C12 -4.8410 0.2307 1.0025  -0.13
C13 -3.9543 1.1562 1.8727  -0.19
C14 -4.3077 0.8957 3.3851  -0.21
S1 -2.9728 -0.0392 4.1265  0.58
O1 -3.2910 -0.2286 5.5031  -0.28
O2 -2.7490 -1.2692 3.4300  -0.27
O3 -1.6836 0.9256 4.0255  -0.15
O4 -5.2297 -0.1871 -1.3537  -0.09
C15 -5.4510 1.0344 -2.0115  -0.11
C16 -6.6017 1.8701 -1.4321  -0.58
N1 -7.6621 1.1123 -0.8777  0.15
F1 -6.1482 2.7612 -0.4893  0.06
F2 -7.0971 2.6530 -2.4718  0.04
C17 5.5496 1.2772 0.0181  -0.26
C18 5.8457 2.2229 0.9911  -0.10
C19 5.8266 3.5778 0.7132  -0.08
C20 5.5085 3.9708 -0.5784  -0.10
C21 5.2020 3.0557 -1.5538  -0.10
C22 5.2194 1.6981 -1.2651  -0.10
H1 7.4822 -2.2279 -0.0901  0.03
H2 8.1602 -0.5730 0.2672  0.03
H3 7.3873 -0.8808 -1.2703  0.03
H4 6.3762 -1.7246 2.4464  0.03
H5 4.6587 -1.3107 2.6286  0.03
H6 5.9541 -0.0713 2.8772  0.01
H7 4.6360 -1.6070 -1.5955  0.07
H8 4.4918 -2.6476 -0.1635  0.09
H9 2.5626 -1.6404 0.6308  0.11
H10 2.7234 -0.1133 -0.3331  0.10
H11 1.6749 -2.8782 -1.0968  0.11
H12 2.5826 -2.0348 -2.3418  0.11
H13 0.9723 -0.3040 -2.4940  0.11
H14 0.3356 -0.6278 -0.8196  0.10
H15 -0.9220 -1.3261 -3.0862  0.10
H16 0.0556 -2.8087 -2.8950  0.10
H17 -0.9857 -2.2105 -0.3099  0.09
H18 -1.3001 -3.6221 -1.2849  0.10
H19 -2.9832 -1.4335 -2.3725  0.10
H20 -3.4111 -2.9940 -1.6998  0.11
H21 -2.6642 -1.2943 0.5240  0.11
H22 -4.1154 -2.2273 0.3009  0.13
H23 -3.4203 0.6258 -0.5943  0.15
H24 -4.9701 -0.7248 1.5309  0.11
H25 -5.8343 0.6738 0.8886  0.10
H26 -4.2678 2.1890 1.6678  0.11
H27 -2.8815 1.0533 1.6772  0.10
H28 -5.1759 0.2292 3.4285  0.11
H29 -4.5227 1.8259 3.9155  0.11
H30 -1.2382 0.6556 3.2036  0.09
H31 -4.5660 1.6896 -2.0542  0.14
H32 -5.6992 0.8083 -3.0591  0.14
H33 -7.7109 0.1807 -1.2715  0.10
H34 -8.5178 1.6306 -1.0492  0.10
H35 6.1014 1.8969 1.9987  0.09
H36 6.0762 4.3011 1.4865  0.11
H37 5.5219 5.0406 -0.7889  0.10
H38 4.9714 3.3724 -2.5708  0.11
H39 4.9789 0.9709 -2.0421  0.10

---

[4]
The following is a quantum chemistry calculation of a structure of composition C47H48As2N4ReSi, from OMol25.

Results
- LUMO energy (alpha / beta): -6.48 / -6.79 eV
- Max |F|: 0.00380 Eh/bohr
- <S²>: 3.786
- 2S+1: 4
- ΔE to the lowest compared entry with this formula, charge and spin: 2.8019 eV
- HOMO energy (alpha / beta): -12.8 / -13.4 eV
- Kohn-Sham gap (alpha / beta): 6.36 / 6.57 eV
- Net charge: +2
- Electronic energy: -6877.50570 a.u.

Each line ends with the Löwdin spin population.
Element x y z (Å)
Re1 -0.8345 0.1252 -0.6837  2.39
C1 -1.7701 4.9711 2.2664  0.00
C2 -1.6614 3.7350 2.8831  0.00
C3 -1.7364 2.5700 2.1296  0.01
C4 -1.9042 2.6495 0.7563  0.02
C5 -2.0040 3.8894 0.1329  0.00
C6 -1.9400 5.0466 0.8895  0.00
N1 -2.1153 1.4638 -0.0349  0.08
C7 -3.4679 1.2708 -0.4097  0.00
C8 -4.5451 1.9787 0.1189  0.01
C9 -5.8236 1.7046 -0.3366  -0.01
C10 -6.0611 0.7466 -1.3254  0.01
C11 -5.0024 0.0418 -1.8620  -0.01
C12 -3.7256 0.3117 -1.3876  0.01
N2 -2.5536 -0.3370 -1.8318  0.00
N3 -2.5533 -0.9041 -2.9384  0.09
C13 -1.3327 -1.4645 -3.3098  0.01
C14 -0.8412 -1.1439 -4.7143  0.01
C15 0.6066 -1.6481 -4.5350  0.00
C16 0.4267 -3.8381 -3.1609  0.00
C17 0.4450 -2.7944 -2.0288  0.01
N4 -0.2262 -1.4520 -2.3477  0.05
H1 -1.7243 5.8762 2.8557  0.00
H2 -1.5413 3.6704 3.9563  0.00
H3 -1.7276 1.6063 2.6143  0.00
H4 -2.1551 3.9359 -0.9390  0.00
H5 -2.0254 6.0102 0.4059  0.00
H6 -4.3873 2.7322 0.8774  0.00
H7 -6.6561 2.2495 0.0870  0.00
H8 -7.0685 0.5532 -1.6637  0.00
H9 -5.1490 -0.7166 -2.6183  0.00
H10 -1.2463 -0.3435 -5.3124  0.00
H11 1.3162 -1.4632 -5.3348  0.00
H12 -0.2289 -4.6875 -2.9684  0.00
H13 0.2132 -3.2057 -1.0502  0.00
C18 2.8027 1.5946 -1.0804  0.01
C19 3.4338 0.2141 -1.2788  0.01
As1 2.2520 -1.1921 -0.5894  0.08
C20 1.8103 -2.1307 -2.2478  0.00
C21 1.0256 -1.1408 -3.1541  0.02
C22 -1.3726 -2.5106 -4.4070  0.01
C23 0.0214 -3.1041 -4.4281  0.00
C24 1.8985 -4.1882 -3.2811  0.00
C25 2.6685 -3.1939 -2.8529  0.00
C26 3.3911 -2.4049 0.3737  0.03
C27 2.8811 -2.9843 1.5306  0.00
C28 3.6651 -3.8581 2.2707  0.00
C29 4.9581 -4.1430 1.8594  0.00
C30 5.4722 -3.5577 0.7094  0.00
C31 4.6912 -2.6887 -0.0354  0.00
As2 1.2119 1.6706 0.0809  0.03
C32 1.9172 1.0295 1.7676  0.01
C33 3.2853 1.0926 2.0224  0.00
C34 3.7976 0.5795 3.2052  0.00
C35 2.9480 0.0094 4.1412  0.00
C36 1.5828 -0.0431 3.8985  0.00
C37 1.0691 0.4622 2.7147  0.00
C38 1.1639 3.5956 0.2016  -0.01
C39 1.4290 4.2318 1.4071  0.00
C40 1.5534 5.6149 1.4372  0.00
C41 1.4145 6.3537 0.2728  0.00
C42 1.1459 5.7154 -0.9307  0.00
C43 1.0231 4.3366 -0.9682  0.00
H14 2.5109 2.0560 -2.0257  0.00
H15 3.4937 2.2941 -0.6098  0.00
H16 4.3965 0.1455 -0.7739  0.00
H17 3.6045 0.0208 -2.3384  0.00
H18 1.3069 -0.0837 -3.1635  0.01
H19 -2.3098 -2.9672 -4.6875  0.00
H20 0.2080 -3.6771 -5.3332  0.00
H21 2.2417 -5.0904 -3.7662  0.00
H22 3.7453 -3.1536 -2.9196  0.00
H23 1.8769 -2.7459 1.8639  0.00
H24 3.2682 -4.3105 3.1692  0.00
H25 5.5712 -4.8200 2.4376  0.00
H26 6.4828 -3.7790 0.3937  0.00
H27 5.1035 -2.2344 -0.9289  0.00
H28 3.9613 1.5465 1.3090  0.00
H29 4.8607 0.6292 3.3965  0.00
H30 3.3493 -0.3887 5.0630  0.00
H31 0.9178 -0.4758 4.6345  0.00
H32 0.0044 0.4139 2.5291  0.00
H33 1.5479 3.6599 2.3182  0.00
H34 1.7643 6.1126 2.3740  0.00
H35 1.5222 7.4294 0.3000  0.00
H36 1.0400 6.2909 -1.8402  0.00
H37 0.8150 3.8477 -1.9147  0.00
C44 -2.0220 -3.3270 2.7105  0.00
Si1 -2.6792 -1.9161 1.6754  0.01
C45 -3.2662 -0.5509 2.7997  0.00
C46 -4.0583 -2.5100 0.5632  0.00
C47 -1.1533 -1.4599 0.6151  0.03
H38 -2.8000 -3.7170 3.3687  0.00
H39 -1.1919 -3.0005 3.3407  0.00
H40 -1.6698 -4.1558 2.0936  0.00
H41 -4.0929 -0.9379 3.4001  0.00
H42 -3.6342 0.3262 2.2670  0.00
H43 -2.4884 -0.2421 3.5003  0.00
H44 -4.7431 -3.1355 1.1388  0.00
H45 -3.6828 -3.1203 -0.2616  0.00
H46 -4.6423 -1.6909 0.1472  0.00
H47 -1.0053 -2.3781 0.0363  0.02
H48 -0.2936 -1.4047 1.2983  0.02